Entry from OMol25: a molecular structure, C37H30N6O2PRuS2 in a non-equilibrium geometry (the ωB97M-V functional and the def2-TZVPD basis).

Geometry as XYZ:
```
79
Properties=species:S:1:pos:R:3:forces:R:3:mulliken_charge:R:1
Ru 0.119 0.463 0.167 -0.5 0.0 -1.2 1.051
C 1.047 -2.257 -0.875 0.1 0.0 0.1 -1.146
C -0.417 -1.895 -0.760 -0.3 -0.5 -0.4 -0.216
N -1.033 -2.225 0.323 1.0 0.3 0.5 -0.219
N -2.339 -2.080 0.512 -1.2 -0.2 -0.6 -0.814
C -2.937 -0.977 0.743 0.6 -0.1 0.3 0.551
S -2.220 0.621 0.803 0.5 0.6 -0.7 -0.336
S -4.599 -1.173 1.321 -0.3 0.1 -0.1 -0.161
C -5.481 0.379 0.862 0.5 -0.3 -0.1 -1.384
C -5.755 0.530 -0.608 0.1 0.0 0.0 0.854
C -5.139 1.530 -1.354 -0.1 0.0 0.1 -0.170
C -5.426 1.677 -2.703 0.0 0.0 0.0 -0.687
C -6.322 0.820 -3.321 0.0 0.0 -0.1 -0.413
C -6.929 -0.190 -2.589 -0.1 -0.1 0.0 -0.645
C -6.645 -0.333 -1.241 0.0 0.0 0.0 -0.305
C -1.103 -1.456 -1.998 0.2 0.7 -0.1 0.522
C -2.153 -2.166 -2.559 0.1 -0.2 -0.1 -0.419
C -2.667 -1.790 -3.789 0.0 0.0 0.0 -0.852
C -2.133 -0.685 -4.444 -0.1 -0.1 -0.1 -0.642
C -1.141 0.076 -3.863 0.4 0.3 0.4 -0.709
C -0.627 -0.272 -2.602 -1.1 -1.0 -0.4 1.089
O 0.263 0.476 -1.982 -0.2 0.3 2.6 -0.144
H 1.424 -2.627 0.078 0.0 0.0 0.0 0.352
H 1.161 -3.028 -1.640 0.0 -0.1 0.0 0.393
H 1.646 -1.405 -1.202 0.0 -0.1 -0.1 0.196
H -6.412 0.280 1.420 0.0 0.0 0.1 0.490
H -4.915 1.215 1.262 -0.1 0.1 0.0 0.509
H -4.445 2.210 -0.880 0.1 0.0 0.1 0.314
H -4.950 2.469 -3.266 0.0 0.0 0.0 0.419
H -6.552 0.942 -4.372 0.0 0.0 0.0 0.403
H -7.633 -0.860 -3.065 0.0 0.0 0.0 0.392
H -7.124 -1.118 -0.667 0.0 0.0 0.0 0.363
H -2.544 -3.033 -2.039 0.0 0.0 0.0 0.471
H -3.471 -2.358 -4.235 0.0 0.0 0.0 0.434
H -2.513 -0.405 -5.419 0.0 0.0 0.0 0.438
H -0.752 0.967 -4.343 -0.1 0.0 -0.1 0.443
N 0.051 -0.804 2.295 0.0 1.0 0.1 -0.206
C 1.175 -0.914 3.166 0.4 0.0 0.1 -0.269
C 1.329 -1.931 4.102 -0.2 0.0 0.0 -0.633
C 2.430 -1.928 4.944 0.0 0.1 -0.1 -0.639
C 3.374 -0.907 4.868 0.0 0.0 0.0 -0.780
C 3.246 0.079 3.905 0.0 0.0 0.0 -0.308
C 2.162 0.051 3.035 -0.3 -0.2 -0.3 -0.121
P 1.951 1.165 1.618 0.7 0.4 -0.2 1.619
C 1.667 2.764 2.442 -0.3 0.0 -0.3 0.861
C 2.694 3.615 2.837 0.0 -0.1 0.0 -0.489
C 2.396 4.810 3.474 0.0 0.0 0.0 -0.759
C 1.077 5.152 3.734 0.0 0.0 0.0 -0.596
C 0.050 4.299 3.358 0.0 0.0 0.1 -0.749
C 0.343 3.111 2.711 0.1 -0.1 -0.1 -0.222
C 3.620 1.241 0.911 -0.1 -0.1 -0.1 0.254
C 4.418 0.095 0.915 -0.1 0.1 0.0 -0.763
C 5.679 0.128 0.346 0.0 -0.1 0.0 -0.695
C 6.137 1.290 -0.261 0.0 -0.1 0.0 -0.598
C 5.328 2.413 -0.311 0.0 0.1 -0.1 -0.876
C 4.070 2.391 0.267 -0.1 0.0 0.0 -0.401
H -0.446 -1.676 2.155 0.0 -0.1 -0.3 0.336
H -0.612 -0.107 2.625 -0.2 -0.1 0.3 0.417
H 0.576 -2.707 4.183 0.0 0.0 0.0 0.512
H 2.545 -2.717 5.674 0.0 0.0 0.0 0.420
H 4.218 -0.895 5.545 0.0 0.0 0.0 0.439
H 3.997 0.852 3.804 0.0 0.0 0.0 0.460
H 3.726 3.355 2.642 0.0 0.0 0.0 0.440
H 3.199 5.475 3.761 0.0 0.0 0.0 0.428
H 0.853 6.088 4.229 0.0 0.0 0.0 0.391
H -0.980 4.566 3.557 0.0 0.0 0.0 0.450
H -0.455 2.453 2.385 -0.1 0.1 0.0 0.061
H 4.049 -0.815 1.372 0.1 0.0 0.0 0.461
H 6.302 -0.756 0.370 0.0 0.0 0.0 0.432
H 7.124 1.311 -0.705 0.0 0.0 0.0 0.408
H 5.669 3.305 -0.819 0.0 0.0 0.0 0.433
H 3.432 3.263 0.222 0.0 0.0 -0.1 0.627
O 0.155 2.630 -0.153 0.5 -1.6 0.7 0.077
N -0.240 3.171 -1.262 -0.7 1.0 -1.0 -0.967
C 0.440 3.103 -2.364 0.1 -0.7 0.9 0.911
C 1.636 2.333 -2.545 0.6 0.0 0.0 0.301
N 2.594 1.713 -2.685 0.3 0.4 0.0 -0.593
C -0.046 3.795 -3.511 -0.2 0.4 -0.2 0.025
N -0.376 4.345 -4.464 0.0 -0.1 0.0 -0.517
```
Positions in Å, forces in eV/Å.

Summary:
**M**: 786.9 g/mol
**DFT total energy**: -85427.769 eV
**Net charge**: 0
**HOMO level (spin up / spin down)**: -7.89 / -7.95 eV
**Multiplicity**: 2
**Relative energy (zero: lowest compared OMol25 entry of this formula, charge and spin)**: 2.9964 eV
**Frontier orbital gap (spin up / spin down)**: 5.98 / 6.51 eV